{"formula": "C34H95N7O10", "method": "ωB97M-V with the def2-TZVPD basis set", "species": ["C", "O", "C", "C", "C", "N", "H", "H", "H", "H", "H", "H", "H", "H", "H", "H", "H", "C", "O", "C", "C", "C", "N", "H", "H", "H", "H", "H", "H", "H", "H", "H", "H", "H", "C", "O", "C", "C", "C", "N", "H", "H", "H", "H", "H", "H", "H", "H", "H", "H", "H", "C", "O", "C", "C", "C", "N", "H", "H", "H", "H", "H", "H", "H", "H", "H", "H", "H", "C", "O", "C", "C", "C", "N", "H", "H", "H", "H", "H", "H", "H", "H", "H", "H", "H", "C", "O", "C", "C", "C", "N", "H", "H", "H", "H", "H", "H", "H", "H", "H", "H", "H", "C", "O", "C", "C", "C", "N", "H", "H", "H", "H", "H", "H", "H", "H", "H", "H", "H", "C", "C", "O", "H", "H", "H", "H", "H", "H", "C", "C", "O", "H", "H", "H", "H", "H", "H", "C", "C", "O", "H", "H", "H", "H", "H", "H"], "coordinates": [[-3.897, 1.523, -3.073], [-4.370, 2.839, -3.301], [-5.290, 2.962, -4.323], [-6.111, 4.281, -4.146], [-7.080, 4.596, -5.304], [-5.148, 5.402, -4.019], [-4.582, 0.810, -2.614], [-3.233, 1.757, -2.242], [-3.465, 0.932, -3.880], [-4.657, 3.011, -5.210], [-6.072, 2.203, -4.292], [-6.829, 4.191, -3.331], [-6.645, 4.710, -6.297], [-7.513, 5.570, -5.078], [-7.879, 3.857, -5.356], [-4.266, 5.021, -3.708], [-4.944, 5.818, -4.916], [2.766, 0.658, 7.272], [1.388, 0.894, 7.172], [0.833, 0.480, 5.920], [1.249, 1.024, 4.544], [1.119, 2.655, 4.332], [0.567, 0.261, 3.566], [2.921, 0.306, 8.292], [3.281, 1.615, 7.189], [3.254, -0.116, 6.679], [0.898, -0.606, 5.851], [-0.244, 0.546, 6.074], [2.327, 0.894, 4.444], [1.352, 3.304, 5.176], [0.061, 2.861, 4.171], [1.702, 2.994, 3.475], [-0.416, 0.461, 3.454], [0.768, -0.725, 3.659], [-0.936, -1.814, -5.638], [0.073, -2.826, -5.531], [-0.139, -3.712, -4.441], [0.937, -3.444, -3.327], [2.403, -4.009, -3.759], [0.546, -4.068, -2.043], [-1.145, -1.273, -4.716], [-1.908, -2.139, -6.008], [-0.609, -1.167, -6.452], [-1.110, -3.498, -3.994], [-0.203, -4.754, -4.753], [0.926, -2.368, -3.154], [2.896, -3.330, -4.455], [2.547, -4.977, -4.238], [3.077, -3.944, -2.906], [-0.427, -4.337, -2.029], [0.712, -3.340, -1.363], [1.769, -3.644, 1.489], [2.619, -4.658, 1.899], [3.505, -4.301, 2.985], [4.894, -3.923, 2.453], [5.550, -5.058, 1.585], [5.844, -3.689, 3.504], [1.052, -3.149, 2.143], [1.337, -4.123, 0.610], [2.412, -2.935, 0.967], [3.053, -3.702, 3.775], [3.493, -5.325, 3.359], [4.817, -3.070, 1.779], [6.520, -4.684, 1.258], [5.067, -5.281, 0.634], [5.659, -6.059, 2.003], [6.272, -4.551, 3.811], [6.639, -3.237, 3.076], [5.895, 1.532, 4.325], [4.940, 0.952, 3.492], [5.045, 1.129, 2.087], [3.875, 0.344, 1.511], [4.114, -0.006, 0.082], [2.645, 1.078, 1.731], [5.866, 2.621, 4.296], [6.938, 1.294, 4.120], [5.649, 1.215, 5.338], [5.025, 2.183, 1.808], [5.989, 0.622, 1.885], [3.753, -0.592, 2.056], [4.202, 0.772, -0.676], [3.341, -0.724, -0.193], [5.079, -0.512, 0.113], [1.803, 0.525, 1.803], [2.659, 1.547, 2.626], [-4.665, -7.018, 2.277], [-3.540, -6.994, 1.423], [-3.677, -6.474, 0.114], [-2.431, -5.641, -0.392], [-2.121, -4.414, 0.502], [-2.786, -5.091, -1.698], [-4.399, -7.508, 3.214], [-5.406, -7.644, 1.781], [-4.980, -5.983, 2.409], [-3.875, -7.310, -0.558], [-4.542, -5.819, 0.010], [-1.598, -6.326, -0.550], [-1.547, -3.640, -0.008], [-1.639, -4.835, 1.384], [-3.062, -4.026, 0.893], [-2.947, -5.757, -2.441], [-3.586, -4.488, -1.567], [0.958, 4.163, -0.142], [0.781, 5.264, -0.967], [0.197, 6.405, -0.331], [0.036, 7.378, -1.472], [-0.540, 8.728, -1.029], [-0.836, 6.791, -2.432], [1.777, 4.255, 0.571], [1.264, 3.322, -0.764], [0.116, 3.963, 0.520], [-0.782, 6.272, 0.128], [0.855, 6.869, 0.404], [0.982, 7.754, -1.862], [0.064, 9.186, -0.247], [-1.612, 8.680, -0.839], [-0.443, 9.309, -1.946], [-1.680, 6.360, -2.085], [-0.422, 6.048, -2.977], [-4.145, 1.684, 3.919], [-3.139, 0.539, 3.927], [-2.362, 0.550, 2.726], [-3.688, 2.624, 3.610], [-4.556, 1.862, 4.912], [-5.012, 1.615, 3.262], [-3.681, -0.406, 3.930], [-2.449, 0.632, 4.766], [-2.953, 0.529, 1.969], [1.239, 1.034, -4.866], [0.280, 2.063, -5.397], [-1.037, 1.734, -5.007], [1.185, 1.066, -3.778], [2.249, 1.400, -5.052], [1.121, 0.014, -5.230], [0.311, 2.157, -6.482], [0.701, 2.956, -4.935], [-1.118, 1.718, -4.050], [-0.426, 0.796, -0.652], [-0.178, -0.685, -0.800], [-0.535, -1.261, 0.439], [-0.340, 1.297, -1.616], [0.263, 1.216, 0.081], [-1.421, 0.989, -0.251], [0.849, -0.845, -1.129], [-0.837, -1.087, -1.571], [-1.038, -0.551, 0.843]], "atomic_forces_ev_per_a": [[0.32, 0.37, 1.62], [0.04, -0.90, 0.94], [-1.62, 1.29, -0.45], [1.11, 0.26, -1.73], [0.24, -0.01, 0.17], [-0.50, -0.24, 0.55], [-1.00, 0.33, -0.06], [0.82, -0.71, -0.28], [0.41, 0.77, -0.52], [-0.76, -0.22, -0.83], [0.36, -0.76, -0.36], [0.69, 0.04, 0.78], [0.38, -0.28, 0.02], [-0.22, -0.03, 0.08], [-0.03, 0.01, -0.03], [0.11, 0.07, 0.34], [-0.27, 0.00, -0.23], [0.60, 0.38, 1.54], [-0.30, -0.25, -1.71], [-0.91, -0.34, 0.89], [1.12, 2.91, 1.59], [-1.01, -1.92, 0.27], [-0.17, 0.09, -1.06], [0.15, 0.12, 0.24], [0.37, -0.08, -0.30], [-0.56, 0.04, -0.74], [0.69, -0.41, -0.09], [-0.26, 0.74, -0.19], [0.14, -0.51, -0.01], [0.46, -0.60, 0.33], [-0.14, 0.07, -0.42], [-0.17, -0.13, -0.03], [-0.04, -0.17, 0.08], [-0.29, -0.03, -0.07], [0.33, -0.18, -0.87], [-0.79, 0.13, 0.01], [0.35, 0.83, 1.15], [0.63, -2.31, -1.11], [-0.46, 1.95, 0.31], [0.55, 0.21, -0.57], [0.48, 0.15, 0.14], [-0.14, -0.85, 0.14], [0.25, 0.38, 0.42], [-0.22, 0.06, 0.16], [0.47, -0.06, -0.22], [0.55, 0.18, -0.52], [-0.34, 0.34, -0.32], [-0.93, -0.26, 0.36], [-0.25, -0.31, 0.34], [-0.31, 0.15, 0.10], [-0.32, -0.33, 0.51], [0.74, 0.03, -2.83], [0.07, 0.48, 1.69], [-0.19, -2.39, -0.89], [0.10, -2.10, -0.92], [-0.78, 0.33, -1.30], [0.53, 1.20, 0.96], [0.11, -0.42, 0.41], [-1.12, 0.21, 0.23], [-0.08, 1.13, 0.31], [0.08, 0.64, -0.37], [1.11, 0.07, 1.07], [-0.04, 0.34, 0.28], [0.26, -0.09, 0.29], [-0.56, 0.30, -0.05], [0.04, 0.26, 0.81], [-0.42, -0.42, 0.20], [0.11, 0.50, 0.10], [0.00, 0.60, 0.26], [-0.77, 0.08, 0.57], [0.13, -1.24, 1.25], [-0.53, 0.86, 0.48], [0.38, -0.88, -0.38], [-0.24, 1.28, -0.47], [-0.24, 0.33, -0.02], [0.11, -0.57, -0.32], [0.11, -0.01, -0.03], [0.08, 0.11, -0.19], [0.24, 0.31, -0.98], [0.78, -0.36, 0.18], [-0.32, 0.35, 0.36], [0.07, -0.02, -0.45], [0.03, -0.40, -0.49], [0.12, -0.43, -0.17], [0.35, -0.01, -0.07], [0.26, -0.08, -1.21], [1.33, 0.11, 0.20], [0.52, 0.24, 0.31], [-1.29, 0.03, -0.18], [-0.25, -1.81, 0.44], [0.40, 0.30, -0.20], [0.19, 0.28, -0.06], [-0.64, 0.20, 0.23], [-0.52, -0.09, 0.36], [0.19, -0.14, -0.34], [-0.26, 0.30, 0.32], [0.24, 0.21, 0.33], [0.03, -0.22, 0.20], [0.44, 0.48, 0.08], [-0.16, 0.33, -0.25], [-0.21, -0.17, 0.16], [-0.17, 0.04, -0.39], [0.79, -0.61, 0.73], [-0.61, 0.62, 0.67], [1.38, 0.57, -0.83], [-0.89, 0.87, 1.40], [-0.14, -0.20, -0.87], [-0.39, -0.14, -2.33], [0.45, 0.48, 0.07], [-0.50, -0.13, 0.03], [-0.56, -0.31, -0.40], [-0.15, -0.66, 0.05], [0.32, -0.39, 0.41], [0.30, -1.17, -0.50], [-0.31, 0.02, 0.16], [0.07, 0.01, 0.53], [-0.12, 0.47, 0.20], [-0.08, 0.41, 0.65], [0.45, 0.14, 0.06], [-0.09, 0.78, 0.41], [-1.01, 0.30, -1.05], [0.57, 0.06, 0.00], [0.41, -0.01, 0.14], [0.04, -0.11, 0.13], [0.09, -0.71, -0.20], [0.11, -0.18, 0.60], [-0.03, -0.15, -0.12], [-0.19, 0.04, 0.04], [0.82, -0.11, 0.06], [0.61, -0.64, 0.60], [-0.63, 0.41, -0.47], [-0.22, -0.33, 0.20], [0.23, -0.27, -0.30], [-0.05, 0.11, 0.01], [-0.19, -0.01, 0.09], [-0.76, 0.78, -0.22], [0.19, 0.09, 0.10], [0.33, 0.35, -0.34], [-0.87, 0.72, -0.30], [0.53, -0.54, 0.14], [0.09, 0.28, 0.09], [0.22, 0.12, -0.20], [-0.31, -0.05, -0.19], [0.21, -0.38, 0.47], [-0.01, -0.19, -0.30], [-0.06, -0.35, 0.74]], "mulliken_charge": [-0.767, -0.312, -0.641, 0.548, -1.616, -0.670, 0.351, 0.169, 0.354, 0.253, 0.386, 0.198, 0.377, 0.413, 0.410, 0.274, 0.256, -0.817, -0.440, -0.842, 0.502, -1.145, 0.174, 0.387, 0.262, 0.295, 0.552, 0.119, 0.271, 0.369, 0.317, 0.264, -0.161, 0.042, -0.698, -0.435, -0.928, 1.208, -1.471, -0.458, 0.259, 0.381, 0.298, 0.419, 0.442, -0.320, 0.380, 0.321, 0.369, 0.117, 0.032, -0.210, -0.444, -1.099, 1.410, -1.607, -0.684, 0.253, 0.066, 0.188, 0.384, 0.379, -0.349, 0.434, 0.320, 0.403, 0.282, 0.321, -0.876, -0.167, -1.112, 0.904, -1.449, 0.105, 0.353, 0.335, 0.182, 0.351, 0.516, 0.192, 0.311, 0.121, 0.450, -0.103, -0.262, -0.698, -0.334, -0.901, 0.245, -0.990, -0.509, 0.223, 0.288, 0.307, 0.386, 0.401, 0.350, 0.027, 0.320, 0.458, 0.233, 0.230, -0.804, -0.271, -0.722, 0.340, -1.485, -0.624, 0.377, 0.198, 0.369, 0.377, 0.323, 0.325, 0.385, 0.347, 0.357, 0.213, 0.267, -1.282, -0.017, -0.484, 0.346, 0.388, 0.369, 0.253, 0.116, 0.242, -0.711, -0.259, -0.425, 0.030, 0.450, 0.117, 0.359, 0.207, 0.218, -0.842, 0.715, -0.153, 0.150, -0.114, 0.387, 0.049, -0.056, -0.001], "e_tot_ev": -67695.6768, "homo_ev": -8.664, "multiplicity": 1, "largest_force_ev_per_a": 3.50, "e_above_lowest_ev": 5.6894, "total_charge": 0, "orbital_gap_ev": 8.77}